[1]
DFT (ωB97M-V/def2-TZVPD) results for a 11-piece molecular cluster, C20H41BrN2O10 overall.

```
74
Properties=species:S:1:pos:R:3:forces:R:3:mulliken_charge:R:1
Br 6.4224 -3.3421 0.5140 0.1 0.6 -0.9 -0.25
C 6.0760 -1.7461 -0.6353 -1.2 1.7 -0.1 -0.54
C 4.7585 -0.9779 -0.0774 0.3 -0.1 -0.4 -0.24
C 4.8318 0.6282 -0.3523 -1.2 -0.9 0.8 -0.49
C 3.3518 1.1883 -0.1023 -2.8 0.6 -0.4 0.64
C 3.0789 2.1474 1.1223 -4.4 -0.6 -2.0 -0.59
C 1.6232 2.6261 1.3193 2.0 -1.9 -1.7 -0.55
C 0.4395 2.1833 0.3653 0.9 0.0 0.0 0.23
N -0.8739 2.6714 0.6892 -0.1 -2.9 -4.0 -0.56
C -1.8704 2.2147 -0.2230 1.9 -0.1 0.3 0.49
C -3.3895 2.6725 0.0889 0.7 0.1 -0.3 -0.58
C -4.5002 1.6485 -0.4543 -0.3 -0.5 0.1 -0.53
C -5.6111 1.2391 0.6755 0.4 -1.4 -1.3 -0.77
C -6.1852 -0.1964 0.1759 -1.6 -1.3 -1.1 0.69
C -7.3660 -0.1062 -0.8953 1.8 -4.2 1.0 -0.39
C -7.9551 -1.4511 -1.4865 3.7 0.8 3.0 -0.98
C -7.3269 -2.7859 -0.9803 1.1 2.0 1.1 -0.19
C -6.1926 -2.8830 0.0888 -0.9 4.2 -1.1 -0.47
C -5.5932 -1.5450 0.6784 -3.2 0.2 -3.0 -0.46
C -1.5305 1.3257 -1.4541 1.2 0.0 0.6 -0.25
N -0.2494 0.8186 -1.8221 -2.3 3.4 4.6 -0.57
C 0.7091 1.2686 -0.8494 2.4 -0.1 0.5 0.39
C 2.2034 0.7725 -1.0474 0.5 1.8 2.6 -0.54
H 6.9787 -1.0550 -0.5383 -1.1 -1.2 -0.3 0.39
H 5.8313 -2.0254 -1.7247 0.9 0.1 1.8 0.39
H 4.6457 -1.1157 1.0637 0.0 0.2 -2.0 0.16
H 3.8667 -1.4535 -0.6400 1.3 0.9 1.2 0.23
H 5.1547 0.8815 -1.4182 -0.3 -0.4 1.5 0.23
H 5.5466 1.0540 0.4402 -1.2 -0.4 -1.6 0.24
H 3.9232 2.4551 1.8318 -1.6 -0.6 -1.3 0.41
H 1.3555 3.3235 2.1991 0.4 -1.3 -1.7 0.27
H -3.4779 2.8439 1.2238 0.2 -0.5 -1.7 0.33
H -3.5722 3.7126 -0.3883 0.5 -1.7 0.7 0.30
H -4.0684 0.6329 -0.8070 -0.4 1.8 0.7 0.37
H -5.0132 2.0891 -1.3914 0.6 -0.7 1.6 0.28
H -5.0867 1.0450 1.6705 -0.7 0.6 -1.3 0.38
H -6.4378 2.0310 0.7345 1.2 -1.3 0.1 0.23
H -7.7417 0.9198 -1.2129 0.5 -1.6 0.6 0.49
H -8.7728 -1.4160 -2.2771 1.2 -0.2 1.3 0.44
H -7.7184 -3.7562 -1.4278 0.6 1.5 0.7 0.35
H -5.7242 -3.8593 0.4492 -1.0 1.4 -0.8 0.34
H -4.7465 -1.5401 1.4526 -1.5 -0.1 -1.3 0.32
H -2.4145 1.0174 -2.1290 1.7 0.6 1.1 0.37
H 2.4121 0.0627 -1.9319 -0.4 1.3 1.6 0.26
O 10.0235 -2.6800 -0.7466 -0.2 -0.1 -0.3 -0.70
H 9.1950 -2.7110 -0.2506 0.0 0.0 0.0 0.29
H 9.8674 -3.2670 -1.4980 0.0 0.0 0.2 0.35
O 5.2004 -1.5208 3.1761 0.2 0.1 0.1 -0.61
H 5.4917 -1.8981 4.0171 0.0 0.0 -0.1 0.30
H 5.8188 -1.8867 2.5290 -0.1 -0.1 0.2 0.28
O -8.7644 -1.1285 1.6829 -0.1 -0.1 0.3 -0.72
H -8.2316 -1.6387 2.3043 -0.1 0.1 -0.1 0.33
H -8.3317 -1.2727 0.8306 -0.1 0.0 0.2 0.23
O 11.0495 -0.8090 -2.8063 0.1 -0.2 -0.1 -0.65
H 10.6260 -1.3424 -2.1177 0.1 0.2 0.1 0.38
H 11.8382 -1.3126 -3.0406 -0.1 0.2 0.0 0.32
O 3.7102 3.1504 -3.2533 0.1 -0.2 0.1 -0.67
H 3.2780 2.6300 -2.5620 0.0 0.1 0.0 0.35
H 4.4948 2.6356 -3.4777 -0.1 0.1 0.0 0.32
O 5.7130 -3.7980 5.0419 -0.2 -0.2 0.1 -0.62
H 4.7644 -3.9767 5.0748 0.1 0.1 -0.1 0.32
H 6.1102 -4.5613 5.4786 0.0 0.2 -0.1 0.29
O -6.3875 -2.3872 -4.2972 0.0 0.1 0.1 -0.67
H -5.5221 -1.9815 -4.1649 -0.1 -0.1 0.0 0.31
H -6.9089 -2.0753 -3.5452 0.2 -0.1 -0.1 0.37
O 5.8886 3.0945 1.3432 0.5 0.4 0.1 -0.57
H 5.7873 4.0299 1.1239 -0.1 -0.1 0.0 0.28
H 6.8025 3.0232 1.6479 -0.1 0.0 0.0 0.26
O -1.1278 -0.0306 2.7952 -0.1 -0.1 -0.3 -0.67
H -1.3157 -0.7911 2.2317 0.1 0.1 0.1 0.30
H -0.9607 0.6876 2.1702 0.0 0.0 0.1 0.34
O -8.9103 2.5639 -0.0020 -0.3 0.0 -0.1 -0.62
H -9.4825 3.1795 -0.4771 0.1 0.0 0.1 0.30
H -9.5070 1.8557 0.2752 0.2 0.0 0.1 0.32
```
Forces are in eV/Å.

Calculated values
E = -114893.0433 eV
Orbital gap = 7.678 eV
Maximum force = 6.15 eV/Å
LUMO = -0.870 eV
SMILES = BrCCCc1ccc2nc(CCCc3ccccc3)cnc2c1.O.O.O.O.O.O.O.O.O.O

[2]
DFT (ωB97M-V/def2-TZVPD) results for C20H41N2P3PdSe as an isolated structure.

```
68
Properties=species:S:1:pos:R:3:forces:R:3:lowdin_spin:R:1
Pd 0.1585 -0.4984 -0.1731 1.7 0.4 1.5 0.99
P 2.3277 -1.4281 -0.9286 2.1 -0.9 -0.8 0.21
P 1.8655 1.1578 1.5070 0.4 1.1 1.3 0.24
P 0.1552 1.1786 -1.6265 0.5 1.2 -1.0 0.17
H -2.9823 -2.6108 -1.7796 0.4 0.1 -0.1 0.00
C -2.0890 -2.4533 -2.3894 0.5 -0.1 0.5 0.04
C -0.8990 -2.0359 -1.9209 -1.3 -0.8 -0.5 0.06
H -0.8174 -1.8433 -0.7950 -0.5 -1.2 -1.4 0.03
C 2.8502 -3.0319 -0.1965 -0.7 0.0 0.6 0.04
C 3.9409 -0.5580 -0.7152 -0.3 0.4 0.1 0.03
C 2.5406 -1.9488 -2.6857 -0.7 0.3 -0.1 0.03
C 0.6351 2.0639 2.5155 -0.4 -0.2 -0.2 0.02
C 2.8733 0.5180 2.9183 0.0 -0.7 -0.3 0.04
C 2.9726 2.5828 1.0943 -0.1 -0.2 -0.7 0.04
C -0.8052 0.7937 -3.1001 0.0 0.3 -0.3 0.03
C 1.8142 1.6331 -2.2185 -0.2 0.2 -0.1 0.01
C -0.5119 2.7100 -0.9152 -0.2 0.1 0.0 0.05
H -2.2168 -2.7533 -3.4261 0.2 0.1 0.0 0.00
H -0.0613 -2.0372 -2.6243 -0.3 0.2 0.8 0.00
H 1.9674 -3.6686 -0.0425 0.4 -0.1 0.0 0.00
H 3.4002 -2.8726 0.7447 -0.2 -0.2 -0.2 0.00
H 3.5283 -3.5083 -0.9185 -0.2 0.1 0.4 0.01
H 4.1381 -0.3907 0.3545 0.1 0.0 -0.4 0.00
H 3.9678 0.3869 -1.2761 0.1 -0.3 0.3 0.00
H 4.7138 -1.2324 -1.1236 -0.3 0.2 0.2 0.01
H 1.7128 -2.6111 -2.9711 0.4 0.1 -0.2 0.00
H 3.4746 -2.5236 -2.7148 -0.2 0.2 -0.1 0.01
H 2.6221 -1.0972 -3.3742 -0.1 -0.4 0.1 0.00
H 1.1845 2.7166 3.2100 -0.3 -0.1 -0.2 0.01
H 0.0248 1.3492 3.0808 0.1 0.2 0.0 0.00
H -0.0286 2.6589 1.8775 0.2 0.0 0.2 0.00
H 3.3147 1.3752 3.4478 -0.2 -0.3 -0.2 0.01
H 3.6846 -0.1324 2.5658 -0.1 0.2 0.2 0.00
H 2.2380 -0.0403 3.6157 0.2 0.1 0.0 0.00
H 3.3278 3.0101 2.0437 -0.2 -0.2 -0.3 0.01
H 2.4268 3.3525 0.5385 0.2 -0.1 0.1 0.00
H 3.8409 2.2524 0.5112 -0.1 0.2 0.1 0.00
H -0.7729 1.6676 -3.7688 -0.1 -0.3 0.1 0.01
H -1.8364 0.5686 -2.8122 0.1 0.1 -0.2 0.00
H -0.3792 -0.0760 -3.6149 -0.1 0.3 0.1 0.00
H 1.6740 2.4394 -2.9456 0.2 0.0 0.0 0.00
H 2.3057 0.7897 -2.7167 -0.2 0.3 0.1 0.00
H 2.4473 1.9996 -1.3994 -0.3 -0.1 -0.3 0.00
H -0.8248 3.3369 -1.7605 0.0 0.1 0.3 0.01
H 0.2503 3.2431 -0.3241 -0.3 -0.2 -0.3 0.00
H -1.3849 2.4933 -0.2799 0.2 0.1 -0.3 0.01
C -4.3896 1.4525 1.1281 1.3 -0.5 1.2 0.15
C -3.8718 0.1903 0.7931 0.6 -0.2 -2.3 0.08
C -4.0685 -0.2478 -0.5192 0.3 -0.2 1.2 0.04
C -4.9357 0.4334 -1.3847 -0.3 0.2 0.1 0.16
C -5.6250 1.5678 -0.9303 -0.1 0.1 0.5 0.00
C -5.3810 2.0765 0.3562 -0.3 0.2 -1.2 0.11
Se -3.3404 2.2721 2.4782 -2.1 -0.1 -0.3 0.45
H -4.6071 2.9055 2.8930 0.4 0.7 0.4 0.02
H -3.1762 -0.3101 1.4627 -0.3 0.2 -0.2 0.00
H -3.5249 -1.1071 -0.8872 -0.3 0.0 0.2 0.00
H -5.1006 0.0456 -2.3958 0.0 0.3 0.4 0.01
H -6.3473 2.0392 -1.5976 0.1 0.0 0.3 0.00
H -5.8791 2.9767 0.6980 0.0 0.0 0.0 0.00
N 0.7957 -2.0623 2.3510 0.3 -1.1 2.6 0.05
C 0.4036 -2.6438 3.5107 2.7 1.1 -2.0 0.24
C -0.9821 -2.6902 3.4494 -2.4 -0.2 0.1 0.32
C -1.3537 -2.1418 2.2169 0.5 0.3 -0.2 0.00
N -0.2556 -1.7059 1.5787 -1.3 -0.7 0.2 0.27
H 1.7434 -1.8798 2.0516 0.1 0.1 -0.1 0.00
H 1.1196 -2.9616 4.2508 0.0 -0.2 0.2 0.01
H -1.6427 -3.0560 4.2157 -0.1 -0.2 0.1 0.01
H -2.3496 -2.0791 1.7929 0.3 0.1 0.1 0.00
```
Forces are in eV/Å.

Calculated values
E = -121031.6751 eV
Energy relative to the best compared isomer or geometry (same formula, charge and spin) = 209.5 kJ/mol
Spin multiplicity = 5
Orbital gap (alpha / beta) = 7.479 / 4.096 eV
Maximum force = 3.53 eV/Å
Expectation value of S² = 6.05
LUMO (alpha / beta) = -11.931 / -16.826 eV
Net charge = +4

[3]
DFT (ωB97M-V/def2-TZVPD) results for C20H41N3O2OsPS2Sb2 as an isolated structure.

```
72
Properties=species:S:1:pos:R:3:forces:R:3:mulliken_charge:R:1
Os 0.2426 0.5454 -0.5819 -0.7 3.9 0.6 1.27
C -3.1346 -2.5563 -0.4600 -0.1 0.5 0.3 -1.42
Sb -1.2073 -1.6506 -0.7943 -0.3 -0.8 -1.7 0.43
C -1.1597 -1.9204 -2.9271 0.1 0.0 0.2 -1.07
C 0.1653 -3.2377 0.0214 0.7 0.1 0.3 -1.01
C 0.6165 -4.0567 -1.0968 0.3 0.1 -0.5 0.12
C -0.1792 -5.1338 -1.5056 0.0 -0.1 -0.1 -0.61
C 0.1609 -5.9065 -2.5941 0.2 0.1 -0.1 -0.79
C 1.3127 -5.5995 -3.3271 -0.3 0.0 0.1 -0.68
C 2.1165 -4.5445 -2.9379 0.0 0.1 0.2 -0.90
C 1.8112 -3.7669 -1.8190 -0.5 -0.4 -0.1 1.36
C 2.7690 -2.7292 -1.4045 -0.2 0.7 0.2 -1.63
Sb 2.2196 -0.6169 -1.8017 1.7 -1.1 -0.6 0.47
C 2.2420 -0.6207 -3.9477 -0.2 0.1 0.2 -1.30
C 4.1594 0.2165 -1.4374 -0.3 0.1 0.1 -1.20
H -3.2414 -3.3295 -1.2192 0.3 0.1 -0.1 0.47
H -3.9199 -1.8166 -0.5908 0.0 0.0 0.0 0.47
H -3.2038 -3.0022 0.5289 0.1 0.1 0.1 0.47
H -0.7179 -2.8797 -3.1909 0.1 -0.1 0.1 0.31
H -0.6078 -1.1086 -3.4001 0.0 0.0 0.1 0.30
H -2.1853 -1.8959 -3.2909 -0.1 0.0 0.1 0.55
H -0.4477 -3.7974 0.7246 -0.3 0.2 0.1 0.76
H 0.9554 -2.7047 0.5472 -0.1 -0.1 0.0 0.56
H -1.0664 -5.3723 -0.9387 -0.2 -0.1 0.1 0.49
H -0.4543 -6.7452 -2.8799 -0.1 -0.1 0.0 0.45
H 1.5733 -6.1910 -4.1919 0.1 -0.1 0.0 0.46
H 3.0271 -4.3427 -3.4836 0.1 0.0 -0.1 0.47
H 3.6839 -2.8089 -1.9888 0.1 0.1 0.0 0.68
H 3.0237 -2.7688 -0.3465 0.0 0.0 0.0 0.65
H 3.2882 -0.6049 -4.2507 0.0 0.0 0.1 0.47
H 1.7435 0.2671 -4.3325 0.0 0.0 0.0 0.43
H 1.7673 -1.5166 -4.3431 -0.1 0.0 0.1 0.41
H 4.8816 -0.4079 -1.9595 -0.1 -0.1 0.0 0.44
H 4.4020 0.2362 -0.3764 -0.1 0.0 0.0 0.42
H 4.2014 1.2230 -1.8485 0.0 0.0 0.0 0.37
C 3.8734 4.6336 -1.5400 0.7 0.8 0.2 -0.84
O 2.9386 3.5954 -1.8595 -0.6 -0.8 -0.5 -0.22
C 1.7817 3.5427 -1.2822 0.6 0.9 1.9 0.35
S 1.1742 4.4749 -0.0747 0.0 -0.7 -1.0 0.01
S 0.7100 2.3127 -1.9681 -1.8 -2.4 0.4 -0.20
H 4.7774 4.3870 -2.0911 -0.1 0.0 0.0 0.27
H 4.0771 4.6622 -0.4679 -0.1 -0.1 -0.1 0.40
H 3.4952 5.6045 -1.8643 -0.1 -0.1 0.0 0.39
C -1.1963 -0.3767 3.5057 0.2 -0.1 0.2 -0.81
N -2.1928 0.5363 2.9884 0.5 1.1 -0.7 0.16
C -3.4145 -0.1434 2.6070 -0.3 -0.2 -0.1 -1.02
P -1.6458 1.8321 2.0756 -1.2 1.1 3.0 0.19
O -1.2354 1.4223 0.6791 1.6 -1.5 -2.1 -0.70
N -0.3483 2.5229 2.8472 -0.7 -0.7 -1.2 0.78
C 1.0263 2.1748 2.5770 0.1 -0.2 0.0 -0.97
C -0.5360 3.4264 3.9657 0.0 0.2 0.4 -1.00
N -2.9059 2.9042 2.0124 1.5 -1.4 -0.2 0.29
C -2.8053 4.0078 1.0819 -0.1 0.4 -0.4 -0.91
C -3.9080 3.0544 3.0429 -0.6 0.1 0.3 -1.20
H -1.6527 -0.9809 4.2917 0.1 0.0 0.0 0.39
H -0.3581 0.1652 3.9376 0.0 0.0 0.0 0.24
H -0.8247 -1.0568 2.7174 0.0 0.0 0.1 0.15
H -3.9166 -0.5093 3.5067 0.0 0.0 -0.1 0.40
H -3.1925 -1.0070 1.9658 0.0 0.0 0.0 0.17
H -4.0836 0.5229 2.0673 0.0 0.0 0.0 0.38
H 1.1052 1.6419 1.6093 0.1 0.2 0.3 0.07
H 1.4309 1.5328 3.3652 0.1 -0.1 -0.1 0.30
H 1.6336 3.0808 2.5386 0.0 0.0 -0.1 0.33
H -1.5915 3.5306 4.1968 0.0 0.1 0.1 0.25
H -0.1207 4.4107 3.7364 0.0 0.0 0.0 0.30
H -0.0251 3.0429 4.8497 -0.1 0.0 0.1 0.39
H -1.9797 3.8363 0.3898 -0.1 0.1 0.0 0.17
H -2.6495 4.9490 1.6157 0.1 0.0 0.0 0.33
H -3.7336 4.1000 0.5118 0.1 0.0 0.0 0.35
H -3.8638 2.2286 3.7481 -0.1 0.1 0.0 0.40
H -4.8988 3.0849 2.5808 0.0 -0.1 0.1 0.34
H -3.7825 3.9983 3.5814 0.1 -0.1 0.0 0.40
```
Forces are in eV/Å.

Calculated values
E = -76443.2584 eV
Orbital gap (alpha / beta) = 4.617 / 4.385 eV
Maximum force = 4.00 eV/Å
LUMO (alpha / beta) = -11.992 / -12.100 eV
Net charge = +3